Record 1
Entry from OMol25: a single C11H13N3 molecule (the ωB97M-V functional and the def2-TZVPD basis).

energy above the lowest of the compared OMol25 structures with the same formula, charge and spin = 218.4 kJ/mol
highest occupied orbital energy = -8.81 eV
strongest force on any atom = 5.4 eV/Å
LUMO energy = 0.8 eV
SMILES string = NCc1cccc(Cn2cccn2)c1
HOMO-LUMO gap = 9.7 eV

```
! wB97M-V def2-TZVPD RIJCOSX def2/J DEFGRID3
* xyz 0 1
N 4.10503 -1.73998 0.54673
C 3.87420 -0.37850 0.01330
C 2.43743 0.16898 -0.11117
C 2.34608 1.54432 0.24970
C 1.11306 2.17159 0.38309
C -0.02504 1.58610 -0.14605
C 0.17196 0.22947 -0.61682
C -1.04524 -0.59137 -1.25264
N -2.21043 -0.54928 -0.34233
C -3.34776 0.03118 -0.81310
C -4.15550 0.13398 0.32427
C -3.36364 -0.56695 1.36226
N -2.21235 -0.99762 0.87124
C 1.28683 -0.49092 -0.47465
H 4.00202 -2.41682 -0.20378
H 3.29002 -1.94057 1.12388
H 4.38944 -0.19702 -0.96946
H 4.49689 0.39909 0.63220
H 3.13954 2.03423 0.77195
H 0.99019 3.07006 0.88042
H -1.02913 2.09207 -0.16530
H -1.58169 -0.19815 -2.21058
H -0.69665 -1.68370 -1.30598
H -3.54809 0.15665 -1.80295
H -4.97727 0.85062 0.52791
H -3.44616 -0.62394 2.48382
H 1.44093 -1.56160 -0.80082
*
```

***

Record 2
Entry from OMol25: a single C5H12O2 molecule (the ωB97M-V functional and the def2-TZVPD basis).

energy above the lowest of the compared OMol25 structures with the same formula, charge and spin = 207.1 kJ/mol
highest occupied orbital energy = -9.86 eV
strongest force on any atom = 2.4 eV/Å
LUMO energy = 0.9 eV
SMILES string = CO[C@@H](C)CCO
HOMO-LUMO gap = 10.8 eV

```
! wB97M-V def2-TZVPD RIJCOSX def2/J DEFGRID3
* xyz 0 1
C 0.57415 1.70065 1.60890
O 0.17768 0.98707 0.41685
C -0.05778 -0.44107 0.34995
C -1.20239 -0.75141 1.29180
C -0.39942 -0.84314 -1.10864
C 0.72430 -0.66040 -2.13167
O 0.90087 0.68266 -2.52138
H 0.48245 1.23298 2.62490
H -0.10280 2.44732 2.03971
H 1.39181 2.35754 1.25179
H 0.85434 -0.99974 0.63419
H -2.06748 -0.15521 0.98200
H -0.91679 -0.44930 2.30332
H -1.47945 -1.80944 1.31207
H -1.27883 -0.28629 -1.45886
H -0.69111 -1.90759 -1.10925
H 1.65790 -1.09168 -1.72838
H 0.49541 -1.21535 -3.05140
H 0.93715 1.20238 -1.70589
*
```

***

Record 3
Entry from OMol25: a single C2H3N3O3 molecule (the ωB97M-V functional and the def2-TZVPD basis).

energy above the lowest of the compared OMol25 structures with the same formula, charge and spin = 389.5 kJ/mol
highest occupied orbital energy = -8.40 eV
strongest force on any atom = 2.9 eV/Å
LUMO energy = 0.4 eV
SMILES string = O/N=c1\oncn1O
HOMO-LUMO gap = 8.8 eV

```
! wB97M-V def2-TZVPD RIJCOSX def2/J DEFGRID3
* xyz 0 1
O 2.68492 -0.19411 -0.02288
N 1.56831 0.66391 -0.09088
C 0.47634 -0.00986 -0.09586
O 0.41118 -1.40553 -0.03635
N -0.88968 -1.80720 -0.11670
C -1.59153 -0.74697 -0.02871
N -0.82120 0.38141 -0.02377
O -1.28341 1.61014 -0.18413
H 3.42246 0.40677 -0.14613
H -2.63700 -0.84007 0.02600
H -1.34040 1.94150 0.71941
*
```

***

Record 4
Entry from OMol25: a molecular structure, C43H63AsN2NiO3Si4 (the ωB97M-V functional and the def2-TZVPD basis).

highest occupied orbital energy (spin up / spin down) = -1.43 / -1.46 eV
strongest force on any atom = 1.1 eV/Å
LUMO energy (spin up / spin down) = 4.2 / 4.2 eV
HOMO-LUMO gap (spin up / spin down) = 5.6 / 5.6 eV

```
! wB97M-V def2-TZVPD RIJCOSX def2/J DEFGRID3
* xyz -2 1
Ni -0.02089 0.02500 -0.18492
C 5.05243 1.80187 4.45805
O 3.82490 1.97854 5.13140
C 2.68942 1.70301 4.40880
C 1.49871 1.67044 5.18372
C 0.33165 1.35653 4.55463
C 0.23657 1.09357 3.16443
C -1.00276 0.66497 2.59552
C -2.21389 0.40883 3.48134
O -1.22422 0.49518 1.37836
C 1.43737 1.20772 2.35201
O 1.47395 1.07100 1.11395
C 2.67343 1.48013 3.06894
H 5.83144 1.86425 5.21636
H 5.21364 2.58293 3.70866
H 5.09483 0.82786 3.96460
H 1.55753 1.87717 6.24338
H -0.56827 1.32227 5.15411
H -1.96983 0.03893 4.47402
H -2.83044 -0.32310 2.96527
H -2.78426 1.33705 3.57960
H 3.56122 1.50739 2.45310
N 1.63113 -0.11763 -2.67552
C 0.96997 -0.04474 -1.72304
C -3.04963 1.48792 -4.67677
Si -2.18610 0.27035 -3.50135
C -0.90218 -0.59135 -4.57988
C -3.49607 -1.02181 -3.04363
Si -1.34004 1.28952 -1.55289
Si -0.48818 3.41382 -2.04941
C 1.08091 3.30704 -3.08748
C -1.66262 4.55141 -3.02047
C -0.05909 4.35207 -0.47054
Si -3.28505 1.61364 -0.28154
C -4.63939 2.40620 -1.41104
C -3.25289 2.97224 1.04746
C -4.22529 0.05966 0.27571
H -3.56427 0.92887 -5.46671
H -2.32026 2.14674 -5.15406
H -3.78262 2.11326 -4.16382
H -1.42221 -1.23533 -5.29930
H -0.18813 -1.17884 -4.00600
H -0.31373 0.14540 -5.13264
H -3.66042 -1.70678 -3.88261
H -4.44863 -0.54141 -2.80689
H -3.20536 -1.61728 -2.17499
H 0.85848 2.95379 -4.09819
H 1.79514 2.60264 -2.66067
H 1.53807 4.30051 -3.15911
H -1.93342 4.13183 -3.99091
H -1.16145 5.51145 -3.19069
H -2.58773 4.74747 -2.47335
H 0.58372 3.74252 0.16774
H -0.95460 4.60817 0.10027
H 0.46304 5.27970 -0.73125
H -4.29015 3.33248 -1.87646
H -5.53866 2.64482 -0.82877
H -4.94087 1.72965 -2.21580
H -3.24273 3.92845 0.51744
H -2.41712 2.96997 1.74773
H -4.19024 2.92121 1.61382
H -4.91117 -0.24024 -0.51843
H -4.81955 0.29343 1.16618
H -3.57765 -0.78554 0.51540
C 2.53015 -6.60759 5.02936
C 1.68579 -5.76310 4.11325
C 0.93424 -6.32392 3.09936
C 0.17222 -5.55478 2.21516
C -0.56403 -6.34180 1.15737
C 0.13415 -4.15783 2.35687
As -0.83389 -2.76024 1.27995
N 0.51160 -1.91253 0.42013
C 1.71819 -2.51168 0.15053
C 2.88365 -1.71092 0.13383
C 4.12827 -2.24882 -0.12008
C 4.28850 -3.61171 -0.36883
C 3.15663 -4.41290 -0.37304
C 1.90002 -3.87914 -0.12790
C -1.94514 -3.83389 0.01639
C -1.82120 -3.87338 -1.37588
C -0.74457 -3.16336 -2.15728
C -2.74756 -4.61152 -2.12187
C -3.80785 -5.28123 -1.54358
C -4.77664 -6.08171 -2.37249
C -3.95889 -5.17937 -0.16356
C -3.06090 -4.46331 0.61269
C -3.30943 -4.39196 2.09890
C 0.90360 -3.58124 3.39231
C 0.98117 -2.09463 3.60394
C 1.65673 -4.38270 4.24078
H 2.36724 -7.67086 4.84631
H 2.30246 -6.40769 6.07917
H 3.59364 -6.40319 4.88359
H 0.95350 -7.40171 2.95914
H -0.00635 -7.25231 0.92811
H -0.70896 -5.79189 0.23522
H -1.55764 -6.64164 1.50356
H 2.76335 -0.64998 0.32016
H 4.99216 -1.59221 -0.12671
H 5.26778 -4.03260 -0.56523
H 3.24339 -5.47616 -0.57729
H 1.03527 -4.52562 -0.16559
H -0.22094 -2.41148 -1.57165
H -1.19542 -2.67542 -3.02351
H -0.00189 -3.87410 -2.53041
H -2.62883 -4.63704 -3.20216
H -4.57908 -5.94914 -3.43679
H -5.80911 -5.77885 -2.18236
H -4.70562 -7.14959 -2.14897
H -4.80327 -5.66284 0.32156
H -4.24174 -4.90088 2.35014
H -3.37674 -3.35484 2.43647
H -2.50260 -4.85128 2.67560
H -0.00058 -1.63005 3.53188
H 1.60072 -1.62035 2.83888
H 1.39456 -1.86437 4.58687
H 2.24369 -3.90422 5.01982
*
```

***

Record 5
Entry from OMol25: a molecular structure, C6H8CuLiO6 (the ωB97M-V functional and the def2-TZVPD basis).

energy above the lowest of the compared OMol25 structures with the same formula, charge and spin = 0.0 kJ/mol
highest occupied orbital energy = -7.83 eV
strongest force on any atom = 1.3 eV/Å
LUMO energy = 0.0 eV
HOMO-LUMO gap = 7.8 eV

```
! wB97M-V def2-TZVPD RIJCOSX def2/J DEFGRID3
* xyz 0 1
Cu -0.62566 1.31903 0.23010
O 0.26928 0.28237 1.81838
O 2.65398 -0.51536 -1.34562
C 3.40370 0.73361 -1.34367
C 2.32451 1.77331 -1.08693
O 1.12872 0.94887 -0.98105
C 1.39843 -0.34673 -1.06562
H 4.15108 0.67148 -0.54642
H 3.89071 0.82910 -2.31891
H 2.16419 2.47619 -1.90961
H 2.46212 2.32137 -0.14927
Li -0.40609 -1.52674 -0.68725
O -0.09262 -1.83398 1.23322
O -1.73650 -0.65059 2.21846
C -2.73528 -1.26307 1.40630
C -2.92980 -0.38875 0.16332
O -1.70812 -0.13387 -0.43691
C -0.46824 -0.73614 1.70984
H -2.42575 -2.27776 1.11131
H -3.64996 -1.31737 2.01001
H -3.43029 0.55027 0.47956
H -3.63838 -0.91524 -0.50926
*
```

***

Record 6
Entry from OMol25: a molecular structure, C27H27FN7Pt (the ωB97M-V functional and the def2-TZVPD basis).

energy above the lowest of the compared OMol25 structures with the same formula, charge and spin = 106.9 kJ/mol
highest occupied orbital energy (spin up / spin down) = -9.15 / -9.15 eV
strongest force on any atom = 2.7 eV/Å
LUMO energy (spin up / spin down) = -2.1 / -2.1 eV
HOMO-LUMO gap (spin up / spin down) = 7.0 / 7.0 eV

```
! wB97M-V def2-TZVPD RIJCOSX def2/J DEFGRID3
* xyz 1 1
Pt 0.38642 -0.10458 -0.30393
C -3.11340 -0.64867 -0.02173
N -1.93990 -1.46998 0.24756
C -1.67168 -1.83000 1.63013
C -0.61769 -0.98883 2.29280
N 0.18531 -0.11375 1.72194
C 0.99988 0.39535 2.73350
C 1.98749 1.37630 2.69505
C 2.62200 1.68128 3.88092
C 2.28256 1.03917 5.08146
C 1.29103 0.08116 5.13474
C 0.65733 -0.21962 3.93538
N -0.37341 -1.09139 3.61691
C -2.77840 0.81038 -0.14130
N -1.56995 1.28266 -0.20309
C -1.70034 2.65631 -0.35421
C -0.72449 3.64442 -0.45392
C -1.15383 4.94914 -0.58931
C -2.51950 5.27073 -0.61733
C -3.49755 4.30176 -0.50852
C -3.05802 2.99018 -0.37555
N -3.72699 1.78246 -0.22978
H -3.53651 -0.97937 -0.97352
H -3.90045 -0.77408 0.73348
H -1.99989 -2.31007 -0.30618
H -2.58632 -1.79225 2.23612
H -1.31749 -2.86383 1.66101
H 2.23101 1.87946 1.77025
H 3.39534 2.43681 3.89156
H 2.80546 1.30830 5.98876
H 1.02054 -0.40062 6.06426
H -0.87492 -1.67931 4.26099
H 0.32565 3.38494 -0.42278
H -0.42681 5.74565 -0.67017
H -2.81308 6.30607 -0.72329
H -4.54842 4.55727 -0.52511
H -4.72327 1.64987 -0.19294
C -0.59053 -2.13314 -2.97966
C 0.04768 -0.81727 -3.22966
N 0.37629 0.08035 -2.31897
C 0.95606 1.14710 -2.97568
C 0.96524 0.89050 -4.30545
N 0.38641 -0.35165 -4.44621
H -0.47234 -2.37889 -1.92652
H -0.10978 -2.91997 -3.55873
H -1.65104 -2.11238 -3.24076
H 1.30587 2.01351 -2.44559
H 1.31862 1.46076 -5.14455
H 0.23855 -0.83913 -5.31387
F 1.79392 -5.69378 -1.43103
C 1.99155 -4.38770 -1.13493
C 2.33689 -3.51185 -2.13761
C 2.52326 -2.16997 -1.82865
C 2.34159 -1.67334 -0.52984
C 2.46469 -0.24229 -0.21155
C 2.09576 -2.63161 0.47284
C 1.89317 -3.96906 0.17801
H 2.48119 -3.88598 -3.14343
H 2.81616 -1.47885 -2.61227
H 2.94672 0.36873 -0.96863
H 2.76262 -0.02814 0.80610
H 2.06815 -2.30323 1.50721
H 1.69558 -4.69607 0.95529
*
```

***

no.,energy (a.u.)
1,-591.13359
2,-348.12592
3,-467.81595
4,-6913.75938
5,-2332.87617
6,-1647.43871